Entry 1:
Computed, not measured: a structure of composition C33H34F6GeMoNO2S, with ωB97M-V/def2-TZVPD.

## Properties
**Energy above the lowest of the compared OMol25 structures with the same formula, charge and spin**: 2.6 kcal per mole
**Charge**: +3
**LUMO energy**: -0.3912 Eh
**Calculated total energy**: -4624.6648 Ha
**Spin multiplicity**: 1
**Highest occupied orbital energy**: -16.97 eV

XYZ file:
```
79
C33H34F6GeMoNO2S, DFT ωB97M-V/def2-TZVPD
Mo 0.331 0.934 -0.696
N 1.414 -0.403 -0.707
C 2.253 -1.394 -1.117
C 3.649 -1.199 -0.974
C 4.541 -1.969 -1.766
C 5.900 -1.774 -1.662
C 6.390 -0.822 -0.771
C 5.530 -0.045 0.012
C 4.174 -0.220 -0.092
C 1.614 -2.580 -1.642
C 0.466 -2.487 -2.444
C -0.106 -3.633 -2.953
C 0.424 -4.882 -2.628
C 1.538 -4.987 -1.807
C 2.146 -3.841 -1.326
H 4.148 -2.662 -2.497
H 6.582 -2.342 -2.278
H 7.459 -0.673 -0.690
H 5.941 0.679 0.702
H 3.505 0.349 0.542
H 0.083 -1.514 -2.736
H -0.949 -3.571 -3.628
H -0.034 -5.778 -3.026
H 1.937 -5.959 -1.550
H 3.002 -3.916 -0.668
C -4.484 0.847 0.275
C -3.858 0.476 -1.055
S -2.528 -0.730 -1.001
O -1.453 0.024 -0.021
C -3.219 -2.127 -0.083
C -2.963 -2.185 1.411
H -5.267 1.579 0.079
H -3.762 1.316 0.942
H -4.948 -0.003 0.773
H -3.399 1.326 -1.564
H -4.567 0.027 -1.758
H -2.811 -2.995 -0.601
H -4.285 -2.061 -0.317
H -1.904 -2.307 1.633
H -3.495 -3.054 1.797
H -3.341 -1.305 1.930
Ge -0.495 0.824 1.720
C -1.381 2.390 2.390
C -2.426 2.298 3.321
C -2.953 3.443 3.887
C -2.431 4.687 3.547
C -1.401 4.788 2.623
C -0.881 3.647 2.036
C 0.003 -0.678 2.797
C 1.162 -1.414 2.546
C 1.539 -2.430 3.409
C 0.758 -2.725 4.519
C -0.396 -1.995 4.779
C -0.767 -0.966 3.931
H 1.055 1.874 0.528
H -2.845 1.340 3.603
H -3.761 3.375 4.602
H -2.831 5.581 4.007
H -1.003 5.759 2.361
H -0.083 3.748 1.308
H 1.789 -1.189 1.692
H 2.449 -2.986 3.227
H 1.056 -3.515 5.195
H -0.991 -2.215 5.654
H -1.652 -0.392 4.175
C -0.784 2.726 -4.331
C -0.120 2.763 -2.970
O -0.668 1.781 -2.080
C 1.380 2.473 -3.081
F 1.872 2.422 -1.758
F 1.600 1.248 -3.570
F 2.093 3.333 -3.739
C -0.374 4.122 -2.262
F -1.664 4.411 -2.277
F 0.308 5.095 -2.855
F 0.015 4.068 -0.969
H -0.696 1.730 -4.763
H -0.297 3.440 -4.996
H -1.832 2.996 -4.243
```

Entry 2:
Computed, not measured: a structure of composition C33H34F6GeMoNO2S in a non-equilibrium geometry, with ωB97M-V/def2-TZVPD.

## Properties
**Energy above the lowest of the compared OMol25 structures with the same formula, charge and spin**: 58.4 kcal per mole
**Charge**: +3
**LUMO energy (spin up / spin down)**: -0.4274 / -0.4272 Eh
**Calculated total energy**: -4624.5759 Ha
**Spin multiplicity**: 1
**Highest occupied orbital energy (spin up / spin down)**: -16.49 / -16.49 eV

XYZ file:
```
79
C33H34F6GeMoNO2S, DFT ωB97M-V/def2-TZVPD
Mo -0.102 0.301 0.001
N -1.187 -1.087 -0.348
C -2.211 -1.810 -0.037
C -2.529 -3.069 -0.689
C -3.869 -3.462 -0.832
C -4.180 -4.654 -1.454
C -3.166 -5.478 -1.932
C -1.835 -5.092 -1.806
C -1.514 -3.894 -1.200
C -3.094 -1.328 1.030
C -3.297 0.048 1.198
C -4.110 0.517 2.209
C -4.707 -0.374 3.096
C -4.490 -1.739 2.955
C -3.708 -2.221 1.921
H -4.657 -2.805 -0.498
H -5.211 -4.947 -1.569
H -3.413 -6.418 -2.401
H -1.057 -5.743 -2.176
H -0.483 -3.599 -1.057
H -2.884 0.737 0.456
H -4.302 1.575 2.298
H -5.352 -0.003 3.879
H -4.939 -2.434 3.650
H -3.546 -3.285 1.821
C 3.933 0.130 -2.804
C 3.982 -0.177 -1.325
S 2.692 -1.298 -0.661
O 1.400 -0.384 -0.788
C 2.374 -2.529 -1.988
C 1.316 -2.094 -2.988
H 4.705 0.868 -3.013
H 2.974 0.562 -3.083
H 4.144 -0.738 -3.424
H 3.847 0.734 -0.737
H 4.934 -0.626 -1.043
H 2.042 -3.420 -1.452
H 3.330 -2.751 -2.459
H 0.401 -1.747 -2.488
H 1.051 -2.956 -3.598
H 1.675 -1.316 -3.656
Ge -1.237 2.260 -1.233
C 0.212 3.470 -1.836
C 0.286 4.749 -1.285
C 1.170 5.682 -1.797
C 2.010 5.330 -2.849
C 1.967 4.046 -3.382
C 1.092 3.110 -2.860
C -2.566 1.550 -2.530
C -3.894 1.950 -2.401
C -4.802 1.664 -3.406
C -4.396 0.928 -4.512
C -3.080 0.498 -4.627
C -2.173 0.774 -3.620
H -2.083 3.128 -0.281
H -0.377 5.028 -0.476
H 1.210 6.676 -1.377
H 2.714 6.052 -3.238
H 2.616 3.786 -4.207
H 1.053 2.107 -3.273
H -4.212 2.514 -1.533
H -5.821 2.011 -3.320
H -5.119 0.659 -5.270
H -2.768 -0.056 -5.500
H -1.152 0.412 -3.692
C -0.370 3.301 2.822
C 0.145 1.918 2.426
O -0.416 1.388 1.286
C 1.655 1.970 2.095
F 2.125 0.713 1.843
F 1.788 2.576 0.887
F 2.430 2.549 2.962
C -0.144 0.836 3.505
F -1.436 0.830 3.799
F 0.564 0.959 4.597
F 0.120 -0.382 2.954
H -0.170 4.010 2.018
H 0.126 3.652 3.726
H -1.444 3.268 3.003
```

Entry 3:
Computed, not measured: a structure of composition C33H34N4O5PSSn, with ωB97M-V/def2-TZVPD.

## Properties
**Charge**: -1
**LUMO energy**: 0.0893 Eh
**Calculated total energy**: -2827.1868 Ha
**Spin multiplicity**: 1
**Highest occupied orbital energy**: -4.65 eV

XYZ file:
```
79
C33H34N4O5PSSn, DFT ωB97M-V/def2-TZVPD
Sn -1.238 -0.229 2.610
C 1.475 4.528 -0.724
C 0.715 4.564 0.594
N -0.540 3.827 0.542
C -0.609 2.496 0.812
S -2.187 1.842 1.120
N 0.529 1.856 0.765
N 0.501 0.558 1.171
C 1.562 -0.126 0.947
C 2.743 0.388 0.187
C 1.612 -1.486 1.515
C 2.623 -2.391 1.209
C 2.573 -3.659 1.767
C 1.533 -3.992 2.618
C 0.575 -3.025 2.885
N 0.629 -1.813 2.355
H 2.409 5.088 -0.641
H 0.882 4.963 -1.531
H 1.713 3.497 -0.985
H 0.468 5.596 0.855
H 1.324 4.153 1.402
H -1.405 4.324 0.660
H 2.514 1.358 -0.239
H 3.012 -0.310 -0.610
H 3.605 0.497 0.852
H 3.424 -2.118 0.538
H 3.343 -4.383 1.531
H 1.452 -4.975 3.059
H -0.274 -3.225 3.525
C -0.687 2.988 6.198
C -0.810 3.101 4.683
C -0.787 4.563 4.249
O -2.064 2.517 4.357
C 0.400 2.334 4.072
O 1.469 2.939 3.986
O 0.210 1.109 3.766
H -1.509 3.527 6.674
H 0.263 3.406 6.529
H -0.741 1.939 6.492
H -1.607 5.097 4.734
H -0.919 4.633 3.167
H 0.165 5.025 4.504
H -2.170 2.520 3.391
O -2.042 -3.242 1.718
C -1.814 -2.635 0.668
O -1.506 -1.404 0.546
C -1.904 -3.389 -0.645
C -2.755 -4.486 -0.705
C -2.922 -5.190 -1.886
C -2.215 -4.804 -3.015
C -1.347 -3.723 -2.956
C -1.180 -2.994 -1.779
P 0.021 -1.600 -1.644
C 0.976 -1.867 -3.206
C 2.030 -2.780 -3.123
C 2.830 -3.055 -4.221
C 2.603 -2.397 -5.423
C 1.571 -1.475 -5.516
C 0.761 -1.216 -4.418
C -0.977 -0.142 -2.114
C -0.319 1.085 -2.164
C -1.008 2.250 -2.466
C -2.373 2.199 -2.712
C -3.039 0.984 -2.653
C -2.346 -0.180 -2.354
H -3.275 -4.767 0.201
H -3.597 -6.037 -1.926
H -2.335 -5.344 -3.947
H -0.795 -3.447 -3.844
H 2.215 -3.280 -2.177
H 3.637 -3.773 -4.139
H 3.233 -2.598 -6.282
H 1.393 -0.956 -6.450
H -0.049 -0.500 -4.501
H 0.743 1.132 -1.947
H -0.486 3.198 -2.480
H -2.920 3.109 -2.925
H -4.108 0.944 -2.821
H -2.876 -1.122 -2.286
```